#one
ORCA calculation (wB97M-V/def2-TZVPD) on 2 unconnected molecules or ions with the total composition CH2N2O3Si.

Each atom is followed by the atoms it is bonded to, with distances in Å.
Atoms and positions in Å:
1 C 1.761 1.459 1.627  N2 1.147, Si7 1.842
2 N 2.671 1.408 2.324  C1 1.147
3 N -1.017 2.595 1.120  O4 1.231, O5 1.208, Si7 1.798
4 O -1.824 2.797 0.211  N3 1.231
5 O -1.086 3.010 2.252  N3 1.208
6 O -0.229 -1.499 1.171  H8 0.955
7 Si 0.322 1.579 0.484  C1 1.842, N3 1.798, H9 1.439
8 H -0.492 -2.054 0.440  O6 0.955
9 H 0.168 1.376 -0.933  Si7 1.439

Calculated values
**Molecular weight**: 118.1 g mol⁻¹
**HOMO (alpha / beta)**: -0.3460 / -0.3466 Ha
**HOMO-LUMO gap (alpha / beta)**: 5.826 / 5.842 eV
**Net charge**: 0


#two
ORCA calculation (wB97M-V/def2-TZVPD) on 2 unconnected molecules or ions with the total composition CH2N2O3Si.

Each atom is followed by the atoms it is bonded to, with distances in Å.
Atoms and positions in Å:
1 C 0.056 2.643 1.617  N2 1.144, Si7 1.853
2 N 0.020 3.679 2.101  C1 1.144
3 N -0.407 -2.271 -0.778  O4 1.191, O5 1.366
4 O -0.354 -3.456 -0.889  N3 1.191
5 O -0.165 -1.622 -1.956  N3 1.366, H8 0.933
6 O -0.033 0.749 -0.758  Si7 1.525
7 Si 0.168 1.021 0.728  C1 1.853, O6 1.525, H9 1.457
8 H -0.093 -0.753 -1.624  O5 0.933
9 H 0.809 0.010 1.559  Si7 1.457

Calculated values
**Molecular weight**: 118.1 g mol⁻¹
**HOMO**: -0.3745 Ha
**HOMO-LUMO gap**: 8.173 eV
**Net charge**: 0


Energies relative to the most stable structure, in hartree: #one 0.1717; #two 0.0000.